Record 1
{
  "formula": "C5H8N",
  "method": "ωB97M-V/def2-TZVPD",
  "species": ["C", "N", "C", "C", "C", "C", "H", "H", "H", "H", "H", "H", "H", "H"],
  "xyz": [[0.8833, 1.4364, 0.1745], [-0.4200, 0.9381, 0.5422], [-1.5217, 1.0493, -0.3804], [-2.2441, -0.0497, -0.0104], [-0.9027, -0.4723, 0.3128], [-0.1823, -1.5076, -0.4669], [0.7346, 2.2530, -0.5719], [1.6026, 1.9282, 0.9312], [1.5260, 0.7042, -0.3634], [-0.7452, 1.1983, 1.5184], [-3.1094, -0.5484, -0.1245], [-0.9514, -2.0288, -1.1649], [0.3163, -2.3335, 0.1426], [0.5256, -1.0587, -1.0963]],
  "lowdin_charge": [-0.012, -0.089, 0.098, 0.114, -0.146, -0.004, 0.121, 0.145, 0.107, 0.231, 0.098, 0.144, 0.131, 0.062],
  "mol_weight_g_mol": 82.1,
  "spin_multiplicity": 1,
  "total_charge": 1,
  "homo_energy_ev": -14.49,
  "smiles": "C[N@H+]1C2=C[C@@]21C",
  "relative_energy_kj_mol": 550.82,
  "orbital_gap_ha": 0.350
}



Record 2
{
  "formula": "C3H8O4",
  "method": "ωB97M-V/def2-TZVPD",
  "species": ["C", "C", "O", "C", "O", "O", "O", "H", "H", "H", "H", "H", "H", "H", "H"],
  "xyz": [[-0.8913, 0.3555, -0.9951], [0.3100, -0.5028, -0.5223], [1.6149, -0.2078, -0.9499], [0.2843, -0.1547, 1.1414], [1.2864, -0.8108, 1.7776], [0.5354, 1.2629, 1.1454], [-0.9624, -0.4339, 1.6824], [-1.5448, -0.3393, -1.4540], [-1.3134, 0.8192, -0.1610], [-0.4408, 0.9943, -1.8727], [0.2095, -1.5512, -0.6440], [1.7796, 0.6639, -0.8696], [2.0047, -0.1352, 1.7669], [0.0063, 1.5438, 1.9232], [-1.1367, -1.3276, 1.9921]],
  "lowdin_charge": [-0.023, -0.279, 0.018, -0.642, 0.071, 0.022, 0.061, 0.057, 0.041, 0.130, 0.129, 0.026, 0.136, 0.128, 0.125],
  "mol_weight_g_mol": 108.1,
  "spin_multiplicity": 1,
  "homo_energy_ev": -9.29,
  "smiles": "C[C@@H](O)C(O)(O)O",
  "relative_energy_kj_mol": 163.84,
  "orbital_gap_ha": 0.364
}



Record 3
{
  "formula": "C3H3N3O",
  "method": "ωB97M-V/def2-TZVPD",
  "species": ["C", "C", "C", "N", "N", "N", "O", "H", "H", "H"],
  "xyz": [[-3.7841, -0.3163, 0.1669], [-0.2507, 0.3964, -0.9511], [-0.0138, 0.3609, 0.5309], [-4.7235, -0.9592, 0.1261], [-1.3795, 0.9773, -1.1440], [-1.9226, 1.3908, -0.0601], [-1.1796, 1.0087, 1.0134], [0.2945, 0.0357, -1.6683], [0.2002, -0.7529, 0.9334], [1.0477, 0.8272, 0.8743]],
  "lowdin_charge": [-0.136, -0.045, -0.157, -0.034, 0.027, 0.024, -0.089, 0.065, 0.171, 0.174],
  "mol_weight_g_mol": 97.1,
  "spin_multiplicity": 1,
  "homo_energy_ev": [-11.33, -9.37],
  "relative_energy_kj_mol": 753.68,
  "orbital_gap_ha": [0.339, 0.231]
}



Record 4
{
  "formula": "C34H100N8O14",
  "method": "ωB97M-V/def2-TZVPD",
  "species": ["C", "C", "C", "O", "C", "N", "H", "H", "H", "H", "H", "H", "H", "H", "H", "H", "H", "C", "C", "C", "O", "C", "N", "H", "H", "H", "H", "H", "H", "H", "H", "H", "H", "H", "C", "C", "C", "O", "C", "N", "H", "H", "H", "H", "H", "H", "H", "H", "H", "H", "H", "C", "C", "C", "O", "C", "N", "H", "H", "H", "H", "H", "H", "H", "H", "H", "H", "H", "C", "C", "O", "H", "H", "H", "H", "H", "H", "C", "C", "O", "H", "H", "H", "H", "H", "H", "C", "C", "O", "H", "H", "H", "H", "H", "H", "C", "C", "O", "H", "H", "H", "H", "H", "H", "C", "C", "O", "H", "H", "H", "H", "H", "H", "C", "C", "O", "H", "H", "H", "H", "H", "H", "C", "C", "O", "H", "H", "H", "H", "H", "H", "C", "C", "O", "H", "H", "H", "H", "H", "H", "C", "O", "N", "N", "H", "H", "H", "H", "C", "O", "N", "N", "H", "H", "H", "H"],
  "xyz": [[-7.8509, 4.3719, -5.9832], [-7.0037, 3.0846, -6.0003], [-7.2946, 2.4486, -4.6342], [-6.5338, 1.1258, -4.6002], [-7.2097, 0.2312, -3.6667], [-7.4083, 2.1702, -7.0403], [-7.8632, 4.7779, -6.9946], [-7.3075, 5.1369, -5.4285], [-8.8249, 4.3647, -5.4939], [-6.0028, 3.5082, -6.0825], [-8.3341, 2.2068, -4.4128], [-6.9273, 3.2075, -3.9434], [-6.8460, -0.7934, -3.7447], [-8.2735, 0.3787, -3.4808], [-6.8849, 0.6107, -2.6979], [-6.9424, 1.2862, -6.8934], [-6.9374, 2.4862, -7.8761], [10.8265, -0.1630, 0.6423], [10.8588, 0.5702, 1.9916], [12.1138, 1.4380, 2.1458], [12.3688, 2.0281, 3.3887], [13.6548, 2.2337, 3.7272], [9.6810, 1.3896, 1.9984], [9.8873, -0.6780, 0.4406], [11.5743, -0.9544, 0.5899], [10.8802, 0.5271, -0.1997], [10.9239, -0.2416, 2.7161], [12.0513, 2.3234, 1.5132], [13.0338, 1.0009, 1.7576], [13.6668, 2.3657, 4.8091], [14.0377, 3.0904, 3.1727], [14.2914, 1.3618, 3.5765], [9.7569, 1.7554, 1.0600], [8.8493, 0.8353, 1.8534], [-11.7696, -1.3324, 9.3318], [-10.3531, -1.6182, 8.7491], [-9.6419, -0.3908, 8.2638], [-10.4163, 0.3623, 7.3698], [-9.6194, 0.8997, 6.3436], [-9.5716, -2.3676, 9.7722], [-12.3521, -0.7971, 8.5820], [-11.8561, -0.8385, 10.2997], [-12.2820, -2.2646, 9.5695], [-10.5285, -2.3040, 7.9202], [-8.6648, -0.7225, 7.9128], [-9.4644, 0.3680, 9.0259], [-9.4025, 0.0693, 5.6717], [-8.7954, 1.5543, 6.6276], [-10.2357, 1.5294, 5.7019], [-10.2500, -3.0349, 10.1107], [-8.8728, -2.8773, 9.2508], [-0.5415, -2.2881, -0.2186], [0.4386, -1.2299, -0.7215], [-0.1918, 0.1734, -0.9345], [-0.8395, 0.5289, 0.2810], [-1.3264, 1.8274, 0.3963], [1.5685, -1.0963, 0.2463], [-1.3935, -2.4474, -0.8796], [-0.7852, -2.0792, 0.8231], [-0.0152, -3.2425, -0.2234], [0.7545, -1.5748, -1.7061], [-0.8676, 0.0848, -1.7851], [0.5942, 0.8507, -1.2685], [-1.9235, 1.9995, 1.2918], [-1.9696, 2.1435, -0.4250], [-0.5741, 2.6161, 0.3841], [1.1853, -0.6025, 1.0397], [2.1899, -0.4250, -0.1819], [0.1677, -1.2614, -10.0858], [-0.8437, -0.5330, -9.1607], [-1.7029, -1.3787, -8.5821], [0.8031, -0.5765, -10.6473], [-0.4095, -1.7546, -10.8678], [0.7848, -2.0105, -9.5896], [-1.4754, 0.2295, -9.6163], [-0.3302, -0.2091, -8.2555], [-1.7416, -1.2938, -7.6266], [6.0782, -2.4076, 6.8585], [5.6254, -3.2123, 8.0106], [6.5696, -3.9638, 8.6634], [7.1350, -2.1795, 6.9971], [5.4544, -1.5843, 6.5103], [6.1808, -3.1120, 6.0330], [4.8186, -3.9178, 7.8123], [5.2521, -2.5780, 8.8146], [7.4147, -3.6392, 8.3441], [-2.1669, -0.9916, 7.8189], [-2.1562, -0.5146, 9.2338], [-3.2089, -1.1891, 9.9511], [-2.0504, -2.0753, 7.8092], [-1.3576, -0.6580, 7.1695], [-3.1213, -0.8826, 7.3036], [-2.1952, 0.5746, 9.2502], [-1.2528, -0.7766, 9.7844], [-3.0185, -2.1285, 9.8981], [5.7366, 8.7992, -4.3600], [6.2299, 7.3566, -4.5582], [5.3327, 6.3752, -3.9806], [6.4928, 9.5648, -4.5334], [5.3313, 9.0317, -3.3752], [4.9595, 9.1584, -5.0347], [7.1918, 7.2900, -4.0499], [6.2899, 7.2088, -5.6365], [5.5373, 5.5138, -4.3517], [5.7506, -7.9902, -1.7424], [7.1828, -8.2536, -1.2635], [7.8306, -9.2090, -2.1630], [5.0224, -7.6261, -1.0177], [5.1885, -8.8104, -2.1891], [5.8402, -7.2762, -2.5611], [7.2959, -8.5307, -0.2154], [7.7143, -7.3292, -1.4896], [8.4485, -9.7445, -1.6600], [-5.0160, 12.0037, 0.4369], [-3.8821, 11.3499, -0.4430], [-4.3347, 10.8528, -1.5946], [-5.3989, 12.8339, -0.1566], [-4.6146, 12.3499, 1.3894], [-5.9481, 11.4526, 0.5608], [-3.6176, 10.4616, 0.1306], [-2.9201, 11.8488, -0.3253], [-4.2113, 11.3724, -2.3923], [-2.3512, -8.5735, -5.3202], [-3.5736, -8.0819, -6.1345], [-4.6815, -8.8811, -5.8310], [-2.5025, -8.6774, -4.2457], [-1.5762, -7.8127, -5.4138], [-1.9469, -9.5070, -5.7118], [-3.3726, -8.1031, -7.2056], [-3.9300, -7.0697, -5.9434], [-5.4611, -8.6309, -6.3322], [-2.4329, -7.4547, 7.4580], [-1.4435, -7.0923, 8.6803], [-2.3321, -6.6259, 9.6478], [-3.2535, -8.0106, 7.9115], [-1.7595, -7.9945, 6.7923], [-2.7431, -6.6555, 6.7848], [-0.5800, -6.4687, 8.4487], [-0.9270, -7.9795, 9.0467], [-1.9440, -6.7692, 10.5141], [-0.8048, 6.5293, -6.7357], [-1.5578, 7.1760, -7.4945], [0.1728, 5.8204, -7.1673], [-0.7752, 6.4952, -5.3871], [0.2327, 5.8780, -8.1738], [0.8285, 5.2960, -6.6058], [-1.2561, 7.1611, -4.7994], [0.0359, 6.0222, -5.0149], [6.2110, -0.6920, -7.0135], [5.6935, -0.3359, -6.0067], [6.5537, -1.9113, -7.1613], [6.4057, 0.0670, -8.1263], [6.9824, -2.0659, -8.0627], [6.3748, -2.5778, -6.4238], [6.8437, -0.4287, -8.8895], [5.9467, 0.9657, -8.1703]],
  "lowdin_charge": [-0.080, -0.456, -0.143, -0.212, -0.110, 0.044, 0.076, 0.072, 0.077, 0.135, 0.113, 0.119, 0.084, 0.075, 0.072, 0.064, 0.071, -0.086, -0.430, -0.204, -0.175, -0.162, 0.036, 0.075, 0.075, 0.079, 0.140, 0.127, 0.120, 0.094, 0.092, 0.086, 0.062, 0.070, -0.060, -0.419, -0.236, -0.184, -0.121, 0.033, 0.072, 0.077, 0.065, 0.132, 0.122, 0.136, 0.091, 0.091, 0.082, 0.056, 0.063, -0.071, -0.415, -0.202, -0.181, -0.130, 0.038, 0.078, 0.076, 0.072, 0.129, 0.118, 0.117, 0.088, 0.082, 0.082, 0.060, 0.058, -0.070, -0.371, -0.074, 0.064, 0.066, 0.071, 0.113, 0.108, 0.094, -0.082, -0.394, -0.059, 0.076, 0.086, 0.077, 0.115, 0.106, 0.075, -0.108, -0.314, -0.087, 0.066, 0.074, 0.079, 0.110, 0.106, 0.073, -0.100, -0.289, -0.094, 0.068, 0.070, 0.064, 0.103, 0.105, 0.071, -0.095, -0.279, -0.102, 0.069, 0.069, 0.067, 0.106, 0.097, 0.068, -0.077, -0.384, -0.038, 0.057, 0.065, 0.066, 0.099, 0.112, 0.101, -0.074, -0.330, -0.090, 0.070, 0.065, 0.070, 0.103, 0.104, 0.082, -0.060, -0.312, -0.091, 0.070, 0.055, 0.060, 0.097, 0.098, 0.083, -0.737, 0.000, 0.145, 0.145, 0.126, 0.116, 0.112, 0.093, -0.811, 0.053, 0.164, 0.149, 0.108, 0.135, 0.092, 0.111],
  "mol_weight_g_mol": 845.2,
  "spin_multiplicity": 1,
  "homo_energy_ev": -9.40,
  "orbital_gap_ha": 0.345
}



Record 5
{
  "formula": "C12H18FN3O4PS3",
  "method": "ωB97M-V/def2-TZVPD",
  "species": ["C", "C", "S", "C", "C", "C", "C", "P", "O", "O", "S", "C", "C", "C", "C", "S", "N", "N", "C", "O", "N", "C", "O", "F", "H", "H", "H", "H", "H", "H", "H", "H", "H", "H", "H", "H", "H", "H", "H", "H", "H", "H"],
  "xyz": [[2.9561, 1.0298, 2.1199], [3.4755, 2.1309, 1.2006], [2.5858, 2.3535, -0.3560], [0.8602, 2.6689, 0.1749], [0.0920, 1.3926, 0.0155], [-0.2225, 0.6163, 1.1391], [-0.8676, -0.5809, 0.9539], [-1.2232, -1.5508, 2.4553], [-2.6008, -2.3135, 2.3209], [-1.4605, -0.4044, 3.5552], [0.2632, -2.6188, 2.9255], [-1.1694, -0.9503, -0.4002], [-1.8375, -2.2620, -0.7530], [-1.1753, -2.8926, -2.0007], [0.2929, -3.2506, -1.8250], [0.4921, -4.5139, -0.5464], [-0.9133, -0.1772, -1.4245], [-0.2848, 0.9907, -1.1922], [-0.0349, 1.7744, -2.4165], [0.8730, 1.5240, -3.1035], [-0.9519, 2.8033, -2.6730], [-1.9881, 2.9776, -1.7438], [-2.0984, 3.8769, -1.0041], [-2.8558, 1.9962, -1.7798], [2.7045, 0.1484, 1.5381], [2.1069, 1.3710, 2.7015], [3.7520, 0.7575, 2.8040], [3.5533, 3.0838, 1.7152], [4.4807, 1.8715, 0.8835], [0.9062, 2.9468, 1.2190], [0.4304, 3.4824, -0.3954], [0.0456, 0.9487, 2.1263], [-3.2652, -1.8676, 1.7755], [-2.0483, 0.2794, 3.1946], [-1.7294, -2.9756, 0.0535], [-2.8775, -2.0744, -1.0067], [-1.6852, -3.8385, -2.1716], [-1.3051, -2.2584, -2.8683], [0.9115, -2.3751, -1.6462], [0.6343, -3.6757, -2.7625], [1.6479, -4.1328, -0.0019], [-0.4693, 3.6885, -2.8006]],
  "lowdin_charge": [-0.139, -0.517, 0.934, -0.356, -0.210, 0.021, -0.151, 0.131, -0.152, -0.184, 0.424, -0.199, -0.143, -0.263, -0.556, 0.738, 0.230, 0.048, -0.422, 0.232, 0.230, -0.559, 0.215, 0.181, 0.072, 0.060, 0.085, 0.079, 0.076, 0.099, 0.078, 0.118, 0.100, 0.091, 0.072, 0.133, 0.114, 0.108, 0.071, 0.070, -0.142, 0.181],
  "mol_weight_g_mol": 414.5,
  "spin_multiplicity": 1,
  "total_charge": 1,
  "homo_energy_ev": -11.48,
  "smiles": "CCSCc1cc(P(O)(O)=S)c(CCCS)n[n+]1C(=O)NC(=O)F",
  "orbital_gap_ha": 0.223
}



Record 6
{
  "formula": "C7H16N2Si",
  "method": "ωB97M-V/def2-TZVPD",
  "species": ["C", "C", "C", "C", "C", "C", "C", "N", "N", "Si", "H", "H", "H", "H", "H", "H", "H", "H", "H", "H", "H", "H", "H", "H", "H", "H"],
  "xyz": [[1.5863, 1.9538, -1.0785], [3.0925, -1.3171, -0.7343], [2.3231, 0.2317, 1.0572], [-1.5623, 1.3217, 1.0863], [-2.3675, 0.2579, -1.5631], [-2.7675, -1.5546, 1.0548], [2.0794, 0.6882, -1.3616], [1.4358, 3.1029, -1.1010], [2.4484, -0.1020, -0.4304], [-1.7723, -0.3073, 0.1165], [4.0263, -1.3333, -0.3037], [2.4964, -2.1110, -0.3535], [3.1330, -1.3181, -1.7855], [1.9827, -0.6640, 1.4855], [3.3436, 0.4977, 1.3147], [1.6902, 1.1119, 1.1252], [-2.3981, 1.9484, 0.9268], [-1.2479, 1.0964, 2.1242], [-0.7612, 1.9626, 0.7310], [-1.6807, 0.9786, -2.0710], [-2.4878, -0.5536, -2.4007], [-3.3942, 0.6169, -1.4633], [-3.1075, -2.3696, 0.4148], [-2.0063, -1.9867, 1.7768], [-3.6709, -1.3370, 1.6886], [-0.4135, -0.8144, -0.2559]],
  "lowdin_charge": [-0.305, -0.056, 0.024, -0.212, -0.257, -0.236, -0.072, 0.151, -0.244, 0.497, 0.074, 0.091, 0.080, 0.067, 0.096, 0.073, 0.008, 0.032, -0.003, 0.034, 0.058, 0.014, 0.017, 0.038, 0.047, -0.015],
  "mol_weight_g_mol": 156.3,
  "spin_multiplicity": 1,
  "homo_energy_ev": -8.53,
  "relative_energy_kj_mol": 158.17,
  "orbital_gap_ha": 0.328
}



Number 1: strongest force on any atom 0.107 Eh/bohr, total energy -249.6153 Ha. Number 2: strongest force on any atom 0.096 Eh/bohr, total energy -420.0290 Ha. Number 3: strongest force on any atom 0.122 Eh/bohr, total energy -355.3528 Ha. Number 4: strongest force on any atom 0.105 Eh/bohr, total energy -2846.4378 Ha. Number 5: strongest force on any atom 0.035 Eh/bohr, total energy -2568.8865 Ha. Number 6: strongest force on any atom 0.064 Eh/bohr, total energy -675.2120 Ha.